Entry 1:
Formula: C28H35BF6FeN5O7P2S2
Source: the OMol25 dataset
Level of theory: ωB97M-V with the def2-TZVPD basis set

XYZ file:
```
87
C28H35BF6FeN5O7P2S2 | the OMol25 dataset | ωB97M-V with the def2-TZVPD basis set
Fe 0.24310 -0.59980 0.24440
O 1.36260 2.80720 -0.10620
C 0.18190 3.00160 -0.12080
O -0.71910 1.59770 -0.17680
C -0.72850 4.03740 -0.14230
C -0.39230 5.41350 -0.02640
C -1.37350 6.35050 -0.18340
C -2.71020 5.99310 -0.45620
C -3.07540 4.66280 -0.49010
C -2.10620 3.69010 -0.32140
P -2.22990 1.92200 -0.21470
C -3.10280 1.33360 -1.69240
C -4.18200 0.46700 -1.63740
C -4.91580 0.22640 -2.78700
C -4.59010 0.86550 -3.97250
C -3.50620 1.72860 -4.02600
C -2.75500 1.95550 -2.88780
C -3.00440 1.50260 1.35810
C -2.21940 1.04570 2.41130
C -2.78820 0.85750 3.65630
C -4.12230 1.17470 3.87420
C -4.88930 1.68120 2.83380
C -4.33680 1.84090 1.57660
H 0.63320 5.67510 0.18650
H -1.13090 7.39750 -0.10270
H -3.44550 6.76320 -0.63180
H -4.10470 4.38060 -0.66190
H -4.42050 -0.00970 -0.70140
H -5.75450 -0.45140 -2.75530
H -5.18510 0.69600 -4.85770
H -3.26050 2.23340 -4.94930
H -1.90240 2.62060 -2.91150
H -1.17110 0.82740 2.24000
H -2.18770 0.47640 4.46790
H -4.55960 1.04160 4.85330
H -5.91500 1.96990 3.00630
H -4.92280 2.23040 0.75530
F 3.03750 2.62590 -2.06020
C 3.64490 1.90990 -1.11160
F 3.99940 2.72080 -0.14010
F 4.74450 1.40510 -1.67400
S 2.52200 0.46790 -0.60190
O 2.13770 0.55600 0.79670
O 1.41440 0.46810 -1.52930
N 3.34800 -0.85030 -0.80280
S 4.41300 -1.00430 0.35970
O 5.32370 -2.07210 0.13910
O 4.91280 0.26870 0.77120
C 3.40570 -1.60310 1.89090
F 3.88240 -2.77310 2.31480
F 3.49660 -0.75760 2.90970
F 2.06730 -1.80970 1.68570
B 1.21560 -5.00240 -0.40920
C 0.81280 -3.53930 -0.51930
N 0.46680 -2.43030 -0.58360
H 0.31470 -5.59960 0.11460
H 2.20300 -5.03450 0.26460
H 1.42810 -5.43140 -1.50310
C -5.39240 -2.80320 -0.65880
N -4.43510 -2.23960 0.25730
C -4.99680 -1.71170 1.47680
P -2.76000 -2.30270 0.15140
O -2.14130 -0.94990 0.23510
N -2.37730 -3.17810 1.52390
C -1.16020 -2.97240 2.27450
C -3.09660 -4.36610 1.92110
N -2.47610 -3.03410 -1.31240
C -2.46310 -4.47110 -1.48420
C -1.86370 -2.30740 -2.40500
H -6.17090 -2.06890 -0.88550
H -5.88170 -3.68820 -0.23390
H -4.89490 -3.08110 -1.58190
H -5.67590 -0.88010 1.26120
H -4.18350 -1.34850 2.10080
H -5.55450 -2.47560 2.03010
H -0.67240 -2.05330 1.93080
H -0.46340 -3.80520 2.14770
H -1.41450 -2.87640 3.33470
H -4.00870 -4.45340 1.33710
H -3.36550 -4.29460 2.98000
H -2.48860 -5.26530 1.79010
H -2.95170 -4.94800 -0.63940
H -1.43900 -4.85030 -1.56320
H -3.00460 -4.73030 -2.40050
H -1.68740 -1.27830 -2.10290
H -2.52840 -2.32720 -3.27370
H -0.90570 -2.75020 -2.67970
```

Results
- Spin multiplicity: 2
- HOMO (spin up / spin down): -6.63 / -6.09 eV
- LUMO energy (spin up / spin down): -2.43 / -2.44 eV
- Charge: 0


Entry 2:
Formula: C28H35BF8NO29S
Source: the OMol25 dataset
Level of theory: ωB97M-V with the def2-TZVPD basis set

XYZ file:
```
103
C28H35BF8NO29S | the OMol25 dataset | ωB97M-V with the def2-TZVPD basis set
O -1.47115 0.17071 -0.09088
S -1.89060 -0.32038 1.34845
O -3.44617 -0.31127 1.42832
O -1.22529 0.80941 2.43917
C -1.24159 -2.06966 1.52231
C -2.15390 -2.99467 2.57536
C -1.49176 -3.05205 4.08868
C -1.76993 -1.70243 4.98603
N -0.65840 -1.34557 5.95345
B 0.55582 -0.76990 5.24822
O 0.88810 -0.89851 3.81527
O 1.55254 -0.03423 6.09601
H -1.97700 1.32385 2.89605
H -1.39668 -2.58868 0.45850
H -0.08689 -2.15130 1.74217
H -2.13234 -4.11199 2.17251
H -3.27332 -2.65124 2.57145
H -0.36053 -3.33659 3.96678
H -2.02216 -3.95627 4.65969
H -2.10987 -0.76398 4.33258
H -2.72138 -1.95143 5.66195
H 1.23506 -1.83247 3.63126
H 1.33402 -0.17190 7.06473
C 0.71041 3.02273 2.62999
C 1.98314 3.79318 2.53904
O 1.94167 4.63276 3.67053
C 1.21043 3.94755 4.59382
O 1.18294 4.21812 5.78290
O 0.51681 2.91417 4.02594
F 1.99862 4.56998 1.43270
H -0.13861 3.55325 2.18604
H 0.78798 2.03530 2.16700
H 2.88597 3.17410 2.57282
C -1.65141 6.86015 2.67860
C -3.06452 7.23387 2.38678
O -3.53764 6.15491 1.61291
C -2.81764 5.07623 2.03090
O -3.12200 3.91824 1.79792
O -1.71580 5.44996 2.75047
F -3.12113 8.35518 1.63371
H -0.96231 7.15167 1.87889
H -1.29498 7.28485 3.62093
H -3.69099 7.35073 3.27751
C 4.26317 0.63226 1.40375
C 4.20255 0.03359 0.04008
O 3.55074 -1.19850 0.24977
C 2.74154 -0.99274 1.32658
O 1.82297 -1.73018 1.64326
O 3.07990 0.14604 2.00493
F 5.44426 -0.21652 -0.43244
H 5.12979 0.28929 1.97885
H 4.26939 1.72529 1.37824
H 3.63971 0.62886 -0.68683
C 3.78607 -6.07391 2.07355
C 4.44460 -5.23987 3.11872
O 3.50602 -4.21723 3.36400
C 2.29281 -4.77893 3.10076
O 1.22699 -4.30327 3.45523
O 2.41610 -5.94561 2.39710
F 5.57609 -4.67403 2.64203
H 3.95656 -5.69556 1.06005
H 4.10253 -7.11961 2.11547
H 4.65871 -5.77432 4.05041
C 0.53650 -2.87648 -2.72083
C 1.64487 -2.99360 -3.71052
O 2.70062 -3.54794 -2.95887
C 2.09455 -4.29134 -1.99103
O 2.66379 -5.13576 -1.31962
O 0.76783 -3.98075 -1.86933
F 2.02953 -1.77446 -4.15031
H 0.58597 -1.95132 -2.13687
H -0.44881 -2.94288 -3.19003
H 1.41886 -3.64335 -4.56273
C -5.24294 2.11203 -1.84648
C -3.94355 1.42523 -2.09462
O -3.59378 1.84165 -3.39506
C -4.15591 3.07491 -3.53562
O -3.85238 3.86984 -4.40959
O -5.09684 3.31610 -2.57231
F -4.10204 0.08269 -2.10555
H -6.09918 1.55330 -2.23900
H -5.41153 2.31219 -0.78492
H -3.14884 1.70132 -1.39338
C -5.29952 0.65072 -5.36923
C -5.36014 0.05205 -6.73291
O -6.01195 -1.18005 -6.52321
C -6.82116 -0.97428 -5.44640
O -7.73972 -1.71172 -5.12973
O -6.48279 0.16450 -4.76805
F -4.11844 -0.19806 -7.20542
H -4.43291 0.30775 -4.79414
H -5.29331 1.74375 -5.39475
H -5.92298 0.64731 -7.45981
C 4.55841 -0.51077 -5.36871
C 5.25260 -0.32326 -6.67433
O 5.68652 1.01703 -6.62733
C 5.88089 1.28058 -5.30467
O 6.51085 2.23599 -4.88254
O 5.28993 0.33868 -4.50774
F 4.38668 -0.45468 -7.70417
H 3.51240 -0.18739 -5.39479
H 4.59666 -1.54710 -5.02237
H 6.11325 -0.98387 -6.82401
```

Results
- Spin multiplicity: 1
- HOMO: -2.73 eV
- LUMO energy: 1.55 eV
- Charge: -1


One value per record, in order, for energy: -143000.3734, -123722.0550 eV.